Computed, not measured: a molecular structure, C51H98F30N10O25S10 in a non-equilibrium geometry, with wB97M-V/def2-TZVPD.

Output
**Gap between HOMO and LUMO**: 8.293 eV
**Strongest force on any atom**: 0.078 Eh/bohr
**DFT total energy**: -310427.05767 eV

The geometry in ORCA input format:
```
! wB97M-V def2-TZVPD RIJCOSX def2/J DEFGRID3
* xyz 0 1
C -2.46602 -0.97716 2.59744
C -1.48890 -1.15695 1.40608
C -2.12683 -0.54565 0.10553
C -2.22300 1.00160 0.05367
C -0.82441 1.56017 0.24236
C -0.11421 1.10481 1.59592
N -0.21950 -0.36959 1.79540
O 0.68274 -1.04674 2.09836
C -0.86594 1.72888 2.86221
C 1.27116 1.58339 1.57464
C -1.29285 -2.58190 1.06137
H -3.27133 -1.68119 2.30741
H -2.97651 -0.00896 2.45945
H -2.04743 -1.11131 3.61379
H -3.03910 -1.06625 -0.07725
H -1.50582 -0.81118 -0.72296
H -2.97860 1.34343 0.81453
H -2.52840 1.24752 -0.94528
H -0.70743 2.62406 0.29461
H -0.24917 1.26032 -0.59557
H -1.97297 1.50512 2.94134
H -0.87954 2.83375 2.77305
H -0.50047 1.41115 3.81541
H 1.31090 2.65604 1.43048
H 1.69876 1.10667 0.74495
H 1.68379 1.42859 2.57151
H -0.81266 -3.18535 1.82375
H -0.56698 -2.66950 0.22975
H -2.21868 -2.92310 0.71944
C 0.78927 -6.66270 -1.66504
C 0.66957 -7.43054 -0.41621
N 0.45597 -8.89229 -0.64043
C -0.88037 -9.04572 -1.29832
C 1.43707 -9.50577 -1.53368
C 2.87221 -9.50760 -1.04640
C 0.30274 -9.65410 0.72686
C 0.51892 -11.20585 0.76057
O -0.47905 -11.85906 0.04203
C -0.67273 -13.18939 0.40083
H 1.10022 -5.60847 -1.59862
H -0.09385 -6.68427 -2.30552
H 1.61201 -7.05548 -2.31686
H -0.25367 -7.04548 0.08080
H 1.44748 -7.35837 0.36842
H -0.87032 -8.56295 -2.28516
H -1.66606 -8.63019 -0.63398
H -0.95517 -10.15001 -1.34971
H 1.34712 -9.05563 -2.53387
H 1.16453 -10.54660 -1.68226
H 2.99218 -9.73481 0.04348
H 3.37322 -8.54885 -1.28576
H 3.41517 -10.22405 -1.59807
H -0.66858 -9.46845 1.16630
H 0.97171 -9.24502 1.52213
H 0.49761 -11.32119 1.86111
H 1.45057 -11.58992 0.37047
H 0.03537 -13.84993 -0.05100
H -1.64505 -13.52753 0.11308
H -0.55624 -13.30208 1.55319
C 2.40759 3.23836 -1.88441
C 1.68197 4.28328 -2.75532
N 2.62064 5.23104 -3.46325
C 1.72798 6.36640 -3.95408
C 3.64630 5.94451 -2.56719
C 3.13175 6.57900 -1.23048
C 3.25899 4.53196 -4.61604
C 3.94269 5.35863 -5.63828
O 5.21859 5.78633 -5.25712
C 5.86445 6.48589 -6.25899
H 3.15020 2.60133 -2.39101
H 1.62780 2.59770 -1.44319
H 2.84194 3.64273 -0.99755
H 1.01102 4.88390 -2.16202
H 1.16469 3.68079 -3.45528
H 1.02274 6.54303 -3.17159
H 1.25496 6.18494 -4.90603
H 2.35085 7.29291 -4.03702
H 4.11489 6.55873 -3.29513
H 4.28889 5.11607 -2.29461
H 2.41836 7.44718 -1.32810
H 4.11390 6.89883 -0.85441
H 2.69181 5.89344 -0.53984
H 2.42730 3.95283 -5.01031
H 3.99868 3.91221 -4.18955
H 3.26758 6.28198 -5.80893
H 3.93933 4.84792 -6.59927
H 6.73836 6.93309 -5.78606
H 5.14805 7.33643 -6.62917
H 6.06775 5.85806 -7.08635
C -5.38002 2.70188 -1.55536
C -6.08518 3.51812 -0.48483
N -7.52220 3.92154 -0.69128
C -8.32075 2.88363 -1.38322
C -8.10443 4.05408 0.71695
C -9.53209 4.45480 0.74936
C -7.57336 5.25660 -1.33015
C -6.93734 6.46470 -0.54247
O -8.02836 7.00798 0.28075
C -7.51259 8.11992 1.06568
H -4.39263 2.45225 -1.13634
H -5.22009 3.22152 -2.50206
H -5.92905 1.75772 -1.75544
H -5.54324 4.43815 -0.25415
H -6.09041 2.92371 0.41342
H -7.94338 2.75838 -2.40820
H -9.33612 3.21901 -1.36918
H -8.18935 1.93047 -0.85911
H -7.43138 4.77160 1.23088
H -8.04521 3.11318 1.27620
H -9.79926 4.63510 1.82858
H -10.09632 3.64275 0.34376
H -9.79912 5.34398 0.17227
H -8.58345 5.49174 -1.59565
H -6.98220 5.14065 -2.24770
H -6.58009 7.16589 -1.30377
H -6.15453 6.20356 0.12836
H -7.00491 7.78593 1.99671
H -8.44477 8.55866 1.30360
H -6.95734 8.87936 0.48912
C 5.51142 1.96179 1.54216
C 6.88247 1.57105 2.01373
N 7.96650 1.45034 0.98023
C 8.33909 2.71373 0.46286
C 9.13769 0.75456 1.68581
C 10.23920 0.21229 0.79326
C 7.44910 0.60443 -0.20035
C 6.92917 -0.75771 0.14007
O 7.99831 -1.66214 0.44710
C 7.55783 -3.03002 0.58347
H 5.53718 2.92848 1.05542
H 4.78441 1.94446 2.33594
H 5.10012 1.24272 0.71900
H 6.82298 0.57066 2.42829
H 7.23662 2.37730 2.73769
H 7.66436 2.93726 -0.35145
H 9.30514 2.53432 0.01860
H 8.50503 3.45719 1.27471
H 8.73934 0.03458 2.33103
H 9.57101 1.56851 2.29491
H 11.09459 -0.10377 1.40948
H 10.58989 1.05965 0.21855
H 9.93312 -0.61402 0.15927
H 8.31354 0.60696 -0.93313
H 6.61962 1.18441 -0.57367
H 6.41394 -1.10012 -0.71496
H 6.10494 -0.70638 0.93669
H 8.50906 -3.57580 0.66983
H 7.00736 -3.36753 -0.32782
H 6.91932 -3.12777 1.40449
C -3.03384 -7.08174 3.74586
F -2.68609 -8.05287 4.59568
F -4.33853 -7.00546 3.82597
F -2.42062 -5.99374 4.17482
S -2.36044 -7.45471 2.04576
O -0.95765 -7.58421 2.27610
O -2.96728 -8.63145 1.49497
N -2.59265 -6.16140 1.21052
S -3.94981 -5.80559 0.41405
O -5.11571 -6.40230 0.96932
O -3.92034 -4.43883 0.01130
C -3.89166 -6.71583 -1.21596
F -4.82995 -6.19997 -1.94848
F -2.68553 -6.55322 -1.92951
F -4.03148 -8.04502 -1.09773
C 3.24347 -1.40767 -1.78605
F 3.76820 -0.56592 -0.81817
F 3.90049 -1.17642 -2.91790
F 3.40449 -2.61113 -1.28550
S 1.45868 -1.21302 -2.08696
O 1.07908 -2.32068 -2.86912
O 0.98865 -1.13912 -0.71527
N 1.20634 0.12613 -2.82982
S 1.22113 0.34887 -4.44603
O 1.66170 1.68965 -4.84261
O 1.68344 -0.75945 -5.31588
C -0.53312 0.37328 -4.68525
F -1.20926 1.22871 -3.84144
F -0.68986 0.77995 -5.97299
F -1.03912 -0.83048 -4.58562
C -0.36969 6.81267 1.66581
F 0.59287 7.70450 1.23801
F 0.10115 6.33282 2.82144
F -1.46139 7.49833 1.90170
S -0.38130 5.46889 0.44196
O 0.99424 4.92380 0.41000
O -1.36557 4.50915 0.87640
N -0.65754 6.26894 -0.93096
S -1.95726 6.04417 -1.78229
O -1.73779 6.49246 -3.10627
O -2.50921 4.75690 -1.50157
C -3.24451 7.20583 -1.17961
F -4.38075 7.18290 -1.91688
F -3.49150 7.00455 0.05095
F -2.72422 8.49085 -1.28677
C -7.63878 -0.99571 0.83695
F -7.28469 -0.47010 -0.34928
F -8.48582 -1.95971 0.51456
F -6.60068 -1.56516 1.50156
S -8.39770 0.33142 1.90409
O -9.44467 0.82627 1.05203
O -8.57261 -0.33915 3.14115
N -7.18955 1.42199 1.98211
S -6.24376 1.51198 3.22977
O -5.82865 0.23438 3.83305
O -5.12250 2.39199 2.91672
C -7.25500 2.46577 4.53577
F -7.58749 3.65574 3.94404
F -8.34060 1.79659 4.85363
F -6.67806 2.80659 5.64210
C 3.82217 -4.07111 2.73365
F 2.82018 -4.86169 2.35471
F 4.95185 -4.84087 2.68175
F 3.96135 -3.06223 1.92615
S 3.58322 -3.38197 4.50821
O 2.39863 -2.52516 4.55046
O 3.66882 -4.55931 5.35351
N 4.86909 -2.51820 4.61503
S 5.24250 -1.15523 4.00777
O 6.50975 -1.30726 3.28673
O 4.31599 -0.33455 3.35088
C 5.85337 -0.28062 5.46642
F 6.25749 1.00074 5.04815
F 4.90607 -0.07190 6.36878
F 6.85417 -0.79070 6.06645
*
```

***

Computed, not measured: a molecular structure, C17H19BMoN6O3 in a non-equilibrium geometry, with wB97M-V/def2-TZVPD.

Output
**Gap between HOMO and LUMO (spin up / spin down)**: 2.032 / 2.768 eV
**⟨S²⟩**: 2.0261
**Strongest force on any atom**: 0.091 Eh/bohr
**DFT total energy**: -35533.64985 eV

The geometry in ORCA input format:
```
! wB97M-V def2-TZVPD RIJCOSX def2/J DEFGRID3
* xyz 2 3
H -0.75914 -2.45414 1.45181
N 0.20096 -2.27377 -0.45348
B 0.30670 -1.82328 -2.99676
N -0.22969 -2.60643 -1.76451
C -1.32175 -3.37439 -1.67567
Mo 1.34297 -0.28732 -0.40570
H -1.81007 -3.75249 -2.56462
C -1.68901 -3.50185 -0.32333
H -2.50858 -4.08347 0.05439
C -0.81886 -2.73692 0.41259
H 0.01586 -2.30238 -4.04811
C 2.21123 1.49732 -0.21709
H 2.20761 1.61976 0.88363
H 1.75013 2.35836 -0.69502
H 3.24834 1.33481 -0.54883
N 1.85089 -1.76677 -2.80618
N -0.21659 -0.35800 -2.89533
N 2.44021 -1.07092 -1.71282
N -0.04524 0.36288 -1.69763
C 2.81834 -2.36937 -3.49574
C -0.84693 0.42740 -3.78319
H 2.56265 -2.92944 -4.38685
H -1.09496 0.03417 -4.75010
C 4.05440 -2.10863 -2.89154
C -1.08210 1.67827 -3.19665
C 3.80486 -1.31183 -1.78615
C -0.58034 1.61050 -1.90797
H 5.01741 -2.44473 -3.23323
H -1.57955 2.51397 -3.65288
H 4.44472 -0.87773 -1.03063
H -0.56395 2.34259 -1.11112
H 1.00666 -2.87917 -0.28424
O -2.13446 -0.16001 3.64085
C -1.97543 1.11758 4.00060
C -2.43306 1.55367 5.26419
C -2.24761 2.87966 5.63979
C -1.62439 3.79085 4.77128
C -1.18082 3.36028 3.51808
C -1.32536 2.02961 3.12470
C -0.78168 1.56156 1.79358
O -0.38105 2.43027 0.99796
O -0.75982 0.28040 1.59299
H -1.60619 -0.22353 2.75031
H -2.91120 0.82638 5.91990
H -2.59099 3.21136 6.61980
H -1.48054 4.83240 5.06497
H -0.70461 4.04247 2.81393
*
```

***

Copy entry 2 word for word.
Computed, not measured: a molecular structure, C17H19BMoN6O3 in a non-equilibrium geometry, with wB97M-V/def2-TZVPD.

Output
**Gap between HOMO and LUMO (spin up / spin down)**: 2.032 / 2.768 eV
**⟨S²⟩**: 2.0261
**Strongest force on any atom**: 0.091 Eh/bohr
**DFT total energy**: -35533.64985 eV

The geometry in ORCA input format:
```
! wB97M-V def2-TZVPD RIJCOSX def2/J DEFGRID3
* xyz 2 3
H -0.75914 -2.45414 1.45181
N 0.20096 -2.27377 -0.45348
B 0.30670 -1.82328 -2.99676
N -0.22969 -2.60643 -1.76451
C -1.32175 -3.37439 -1.67567
Mo 1.34297 -0.28732 -0.40570
H -1.81007 -3.75249 -2.56462
C -1.68901 -3.50185 -0.32333
H -2.50858 -4.08347 0.05439
C -0.81886 -2.73692 0.41259
H 0.01586 -2.30238 -4.04811
C 2.21123 1.49732 -0.21709
H 2.20761 1.61976 0.88363
H 1.75013 2.35836 -0.69502
H 3.24834 1.33481 -0.54883
N 1.85089 -1.76677 -2.80618
N -0.21659 -0.35800 -2.89533
N 2.44021 -1.07092 -1.71282
N -0.04524 0.36288 -1.69763
C 2.81834 -2.36937 -3.49574
C -0.84693 0.42740 -3.78319
H 2.56265 -2.92944 -4.38685
H -1.09496 0.03417 -4.75010
C 4.05440 -2.10863 -2.89154
C -1.08210 1.67827 -3.19665
C 3.80486 -1.31183 -1.78615
C -0.58034 1.61050 -1.90797
H 5.01741 -2.44473 -3.23323
H -1.57955 2.51397 -3.65288
H 4.44472 -0.87773 -1.03063
H -0.56395 2.34259 -1.11112
H 1.00666 -2.87917 -0.28424
O -2.13446 -0.16001 3.64085
C -1.97543 1.11758 4.00060
C -2.43306 1.55367 5.26419
C -2.24761 2.87966 5.63979
C -1.62439 3.79085 4.77128
C -1.18082 3.36028 3.51808
C -1.32536 2.02961 3.12470
C -0.78168 1.56156 1.79358
O -0.38105 2.43027 0.99796
O -0.75982 0.28040 1.59299
H -1.60619 -0.22353 2.75031
H -2.91120 0.82638 5.91990
H -2.59099 3.21136 6.61980
H -1.48054 4.83240 5.06497
H -0.70461 4.04247 2.81393
*
```

***

> Among the records above, which one has the lowest strongest force on any atom?

C51H98F30N10O25S10